Below is a molecular structure, C37H30IN3O5PPd, with properties calculated with the ωB97M-V functional and the def2-TZVPD basis.

Positions of all 78 atoms, in Å:
I 2.3050 0.4752 -0.3462
Pd -0.9385 2.2284 -0.0970
P 1.3070 -1.8229 -0.3873
O -0.0495 1.7038 1.6315
O -5.0591 -2.2137 4.6913
O -3.1332 -1.8439 5.5977
O -2.2940 0.8395 0.0600
O 0.6530 3.4244 -0.5018
N -3.9544 -1.7284 4.7094
N -2.1870 3.1996 -1.4102
N -0.2581 5.5069 -0.6245
C -1.8898 0.3505 2.3827
C 4.1161 -4.6914 -0.6791
C -4.3498 -0.9650 2.3795
C -2.4638 4.4875 -1.1277
C 0.1557 -2.3619 -4.1786
C -3.5230 5.1362 -1.7307
C 4.0981 -1.8905 -0.4317
C -3.5327 -0.9753 3.5147
C -0.5551 -3.0184 1.2274
C 5.2974 -4.0067 -0.5807
C 2.8893 -2.6209 -0.5256
C -3.9292 -0.3231 1.2412
C -1.8544 -1.9679 -2.8865
C 0.9223 -2.2195 -3.0387
C 2.0610 5.2029 -1.2207
C -4.3096 4.4579 -2.6525
C 0.7496 4.6534 -0.7531
C 5.3265 -2.5961 -0.4551
C 0.5186 -2.1180 1.1690
C -2.3380 -0.3247 3.5361
C -1.0129 -3.4493 2.4636
C 6.5587 -0.5186 -0.2384
C -2.9479 2.5422 -2.2907
C 0.6788 -2.1268 3.5677
C 4.1887 -0.4880 -0.3178
C -0.4010 -3.0063 3.6280
C 1.1432 -1.6832 2.3452
C -1.2293 -2.2498 -4.0980
C -1.5918 5.1940 -0.1155
C -2.6847 0.3374 1.2010
C -1.1031 -1.8071 -1.7381
C 5.3485 0.2119 -0.2206
C 2.8978 -3.9956 -0.6463
C 6.5445 -1.8779 -0.3563
C -0.6294 0.9913 2.4812
C -4.0099 3.1386 -2.9423
C 0.2896 -1.9579 -1.8130
H -1.7411 -0.3411 4.4389
H -5.1435 4.9544 -3.1302
H -4.5912 2.5707 -3.6540
H -4.5459 -0.3077 0.3530
H -2.9315 -1.8802 -2.8401
H 5.3712 1.2896 -0.1312
H -1.5032 4.6014 0.7972
H -0.7578 -3.3537 4.5897
H 1.9984 -2.3319 -3.0938
H 2.5169 5.7892 -0.4212
H 0.6312 -2.5732 -5.1263
H 1.9973 -1.0154 2.3128
H -1.8271 -2.3820 -4.9903
H 1.1631 -1.7998 4.4786
H -1.5862 -1.5371 -0.8105
H 1.9233 5.8572 -2.0812
H 4.1108 -5.7677 -0.7780
H -1.0086 -3.4100 0.3295
H -0.0838 6.4602 -0.9060
H -3.7332 6.1663 -1.4772
H 7.4937 0.0185 -0.1608
H -2.0507 6.1393 0.1630
H 2.7255 4.3893 -1.4927
H 7.4748 -2.4309 -0.3757
H -5.3052 -1.4720 2.4186
H 1.9704 -4.5537 -0.7153
H -2.6906 1.5063 -2.4616
H -0.0984 0.8727 3.4304
H -1.8369 -4.1487 2.5128
H 6.2380 -4.5431 -0.6005

As for the total energy: -2734.3774 a.u. The calculation puts the energy relative to the best compared isomer or geometry (same formula, charge and spin) at 0.0000 eV. Its LUMO energy is -9.76 eV. The charge is +3. Its largest force on an atom is 0.0120 Eh/bohr. As for the multiplicity: 1.